Formula: C4H8OS
Source: OMol25
Level of theory: wB97M-V/def2-TZVPD

Structure (XYZ):
```
14
Properties=species:S:1:pos:R:3:forces:R:3:lowdin_charge:R:1
C -1.418004 0.215760 -1.138485 -0.6 -1.7 1.5 -0.280
C -0.617610 0.251087 0.051652 2.6 -0.8 -0.4 -0.684
C 0.918060 -1.840992 -0.066063 -2.4 1.5 2.7 0.101
C 0.172895 1.401137 0.632253 1.3 -1.4 2.0 -0.252
O 1.597525 1.395027 0.321694 -1.4 1.2 -0.7 -0.082
S -2.190151 -0.135832 0.580128 -0.5 -0.2 -0.5 0.847
H -1.771390 1.107259 -1.463701 -0.9 2.8 -1.2 0.030
H -1.565898 -0.571647 -1.847577 0.5 -0.7 0.0 0.068
H 1.813278 -1.765662 -0.525798 2.7 0.7 -1.7 -0.045
H 0.234702 -2.488272 -0.526138 -1.1 -0.7 -0.3 -0.013
H 0.985584 -1.826819 1.023961 -0.3 -0.3 -0.3 0.012
H 0.108137 1.249527 1.731327 -0.1 0.0 -0.4 0.111
H -0.294164 2.390589 0.548952 0.4 -0.1 -1.0 0.126
H 2.027033 0.618832 0.677796 -0.4 -0.4 0.2 0.060
```
Positions in Å, forces in eV/Å.

Kohn-Sham gap (alpha / beta)	0.297 / 0.310	Ha
electronic energy	-630.45089	Eh
ΔE to the lowest compared entry with this formula, charge and spin	483.16	kJ/mol
LUMO energy (alpha / beta)	0.214 / -0.046	eV
net charge	0
HOMO energy (alpha / beta)	-0.28959 / -0.31177	Eh



Formula: C12H14BF5FeN6
Source: OMol25
Level of theory: wB97M-V/def2-TZVPD

Structure (XYZ):
```
39
Properties=species:S:1:pos:R:3:forces:R:3:lowdin_spin:R:1
H 0.522626 3.181199 1.208680 0.1 -0.1 -0.1 0.001
N 0.231135 1.644444 -0.200185 -0.2 1.5 -0.9 0.039
B -0.109322 0.301696 -2.301746 0.0 0.2 -0.5 0.000
N 0.254607 1.620756 -1.585069 0.2 -0.3 1.4 0.003
C 0.613238 2.821037 -2.044663 -0.1 0.0 0.6 0.009
Fe -0.059433 -0.055137 0.875642 1.1 1.0 -0.4 3.595
H 0.691570 2.990238 -3.098281 0.1 0.1 -0.3 0.001
C 0.797581 3.665136 -0.957971 -0.2 0.2 -0.4 0.003
H 1.085755 4.693023 -0.986143 0.1 0.3 0.0 0.000
C 0.502611 2.906901 0.166058 0.3 -0.8 -0.5 0.012
H -0.056830 0.439227 -3.508606 0.0 -0.1 0.3 0.000
C -1.089166 -1.439763 2.046807 -1.6 -2.6 2.8 0.061
H -1.009167 -1.550454 3.151272 -0.9 -0.2 -0.3 0.008
H -0.287305 -2.242724 1.879498 0.0 2.3 -0.9 0.022
H -1.977394 -1.922002 1.616823 0.1 0.1 0.6 0.004
N -1.538722 -0.091268 -1.869271 -0.2 0.1 1.3 0.001
N 0.865922 -0.800014 -1.830880 0.2 -0.2 1.7 0.002
N -1.764161 -0.231669 -0.519584 -0.5 -0.5 -0.8 0.041
N 0.949443 -1.075018 -0.459810 0.8 -1.2 -2.3 0.036
C -2.680667 -0.280148 -2.548829 0.1 -0.1 0.8 0.004
C 1.730602 -1.572177 -2.493694 -0.1 -0.2 0.9 0.013
H -2.702528 -0.191330 -3.618775 0.0 0.0 -0.1 0.000
H 1.820054 -1.503982 -3.560275 0.0 0.0 -0.2 0.001
C -3.668849 -0.584600 -1.621028 0.0 0.0 -0.4 0.002
C 2.374367 -2.394836 -1.570103 -0.2 0.0 -0.2 0.005
C -3.055457 -0.557778 -0.373824 0.9 0.4 -0.6 0.006
C 1.839405 -2.074753 -0.324883 -0.3 0.9 -0.6 0.016
H -4.689409 -0.801525 -1.818399 -0.5 -0.1 -0.2 0.000
H 3.112743 -3.135912 -1.772604 0.3 -0.3 -0.1 0.000
H -3.465065 -0.742554 0.607813 -0.1 0.1 -0.1 0.000
H 2.074226 -2.464190 0.656580 0.0 0.1 -0.1 0.001
H -1.322884 -0.326979 2.103053 0.5 -0.8 -0.4 0.025
F 1.862022 1.506158 2.265748 0.6 -0.1 0.5 0.010
C 1.389929 0.222550 2.535366 -1.2 0.0 -0.8 0.057
F 2.441069 -0.664514 2.310202 0.2 0.4 0.4 0.006
C 1.124756 0.187678 4.043726 1.1 0.3 0.1 0.009
F 2.173328 0.707709 4.730417 -0.6 -0.1 0.1 0.004
F 0.021150 0.911869 4.397716 0.7 -0.8 -0.3 0.002
F 0.998228 -1.096306 4.469231 -0.5 0.7 -0.1 0.001
```
Positions in Å, forces in eV/Å.

Kohn-Sham gap (alpha / beta)	0.306 / 0.318	Ha
electronic energy	-2582.12073	Eh
ΔE to the lowest compared entry with this formula, charge and spin	124.33	kJ/mol
LUMO energy (alpha / beta)	0.516 / 0.048	eV
net charge	0
⟨S²⟩	6.013
multiplicity	5
HOMO energy (alpha / beta)	-0.28674 / -0.31598	Eh



Formula: C13H30BClIO3
Source: OMol25
Level of theory: wB97M-V/def2-TZVPD

Structure (XYZ):
```
49
Properties=species:S:1:pos:R:3:forces:R:3:lowdin_charge:R:1
C 2.959677 -0.792543 2.873477 0.8 0.1 -0.2 -0.081
C 3.932383 -0.498186 1.648361 -1.7 -0.9 1.7 -0.360
O 3.243637 -0.905660 0.486007 1.4 0.8 -0.3 -0.193
B 3.771545 -0.395937 -0.787849 -2.1 -0.4 0.0 -1.570
Cl 3.516613 -1.813828 -2.039539 0.0 -0.3 -0.2 0.384
I 5.947000 0.062020 -0.819366 1.1 0.2 0.1 0.675
C 2.966672 0.886118 -1.407207 0.9 0.6 -0.1 -0.282
C 2.777058 2.099724 -0.443931 -1.1 0.1 -0.8 -0.226
C 1.690126 1.876961 0.658389 0.9 0.7 0.5 -0.200
C 0.815000 3.138972 0.943207 -0.7 -0.9 0.4 -0.206
C -0.494262 3.189635 0.065370 0.4 0.6 1.4 -0.194
C -1.769302 2.724961 0.871515 -0.1 0.0 -1.5 -0.208
C -2.142148 1.271426 0.447952 -0.5 0.3 1.0 -0.211
C -3.583249 0.853808 0.891223 0.5 -0.1 -0.3 -0.175
C -3.988085 -0.527318 0.264874 0.0 1.0 1.3 -0.242
O -2.882455 -1.410942 0.363877 -0.6 0.1 -1.0 -0.208
C -2.309729 -1.735818 -0.900133 1.2 -0.8 -0.2 -0.107
H 2.091449 -1.396942 2.559770 0.4 0.4 0.0 0.071
H 3.504352 -1.374209 3.648855 -0.3 0.4 -0.3 0.056
H 2.639047 0.170571 3.308522 -0.1 -0.6 0.0 0.049
H 4.143888 0.586604 1.689287 0.3 -0.5 -0.3 0.082
H 4.837578 -1.107325 1.849454 -0.2 0.6 -0.6 0.088
H 3.586197 1.255965 -2.259231 -0.4 -0.3 0.4 0.067
H 2.012970 0.548621 -1.871592 0.3 0.3 0.6 0.081
H 2.421085 2.964658 -1.058061 0.2 -0.4 0.3 0.098
H 3.748398 2.432347 -0.022746 -0.5 -0.3 0.0 0.094
H 1.052390 0.999991 0.431080 0.3 0.5 0.1 0.115
H 2.232708 1.662815 1.602829 -0.4 -0.2 -0.5 0.082
H 0.465222 3.040471 1.997563 0.3 0.2 -0.5 0.091
H 1.388209 4.086595 0.914151 -0.1 -0.6 -0.3 0.102
H -0.343484 2.539000 -0.812729 -0.2 0.5 0.2 0.101
H -0.652730 4.248231 -0.218503 0.0 -0.6 -0.3 0.094
H -2.606761 3.396776 0.570439 0.4 -0.4 0.2 0.098
H -1.644466 2.856493 1.961105 0.1 -0.2 -0.4 0.102
H -1.431841 0.576559 0.934665 -0.2 0.2 -0.6 0.118
H -2.046942 1.197559 -0.654285 0.0 -0.1 0.6 0.111
H -3.612966 0.793012 1.999412 0.0 0.0 -0.5 0.110
H -4.306336 1.640369 0.595379 0.2 -0.4 0.1 0.103
H -4.807981 -0.951424 0.879397 0.2 0.1 -0.5 0.112
H -4.338548 -0.355897 -0.769246 0.2 -0.4 0.3 0.113
H -2.527730 -1.005878 -1.701860 -0.1 -0.2 0.5 0.084
H -1.205244 -1.749146 -0.768386 -0.6 0.1 -0.1 0.101
H -2.577784 -2.762926 -1.233660 -0.1 0.9 0.2 0.060
C -2.845091 -5.411299 -3.136822 0.1 -0.1 0.3 -0.150
O -2.604090 -4.762934 -1.893289 -0.2 -0.2 -0.3 -0.137
H -3.197803 -4.668180 -3.849077 0.0 0.0 0.1 0.079
H -1.922096 -5.859160 -3.513803 -0.1 0.0 -0.2 0.077
H -3.608815 -6.185140 -3.017850 0.0 0.0 -0.2 0.072
H -2.293264 -5.429559 -1.277016 0.1 0.0 0.1 0.081
```
Positions in Å, forces in eV/Å.

Kohn-Sham gap	0.269	Ha
electronic energy	-1521.88844	Eh
LUMO energy	2.459	eV
net charge	-1
HOMO energy	-0.17912	Eh



Question: What is the formula in the first record?
Answer: C4H8OS



Copy entry 1 word for word.
Formula: C4H8OS
Source: OMol25
Level of theory: wB97M-V/def2-TZVPD

Structure (XYZ):
```
14
Properties=species:S:1:pos:R:3:forces:R:3:lowdin_charge:R:1
C -1.418004 0.215760 -1.138485 -0.6 -1.7 1.5 -0.280
C -0.617610 0.251087 0.051652 2.6 -0.8 -0.4 -0.684
C 0.918060 -1.840992 -0.066063 -2.4 1.5 2.7 0.101
C 0.172895 1.401137 0.632253 1.3 -1.4 2.0 -0.252
O 1.597525 1.395027 0.321694 -1.4 1.2 -0.7 -0.082
S -2.190151 -0.135832 0.580128 -0.5 -0.2 -0.5 0.847
H -1.771390 1.107259 -1.463701 -0.9 2.8 -1.2 0.030
H -1.565898 -0.571647 -1.847577 0.5 -0.7 0.0 0.068
H 1.813278 -1.765662 -0.525798 2.7 0.7 -1.7 -0.045
H 0.234702 -2.488272 -0.526138 -1.1 -0.7 -0.3 -0.013
H 0.985584 -1.826819 1.023961 -0.3 -0.3 -0.3 0.012
H 0.108137 1.249527 1.731327 -0.1 0.0 -0.4 0.111
H -0.294164 2.390589 0.548952 0.4 -0.1 -1.0 0.126
H 2.027033 0.618832 0.677796 -0.4 -0.4 0.2 0.060
```
Positions in Å, forces in eV/Å.

Kohn-Sham gap (alpha / beta)	0.297 / 0.310	Ha
electronic energy	-630.45089	Eh
ΔE to the lowest compared entry with this formula, charge and spin	483.16	kJ/mol
LUMO energy (alpha / beta)	0.214 / -0.046	eV
net charge	0
HOMO energy (alpha / beta)	-0.28959 / -0.31177	Eh



Please write out number 1 again, unchanged.
Formula: C4H8OS
Source: OMol25
Level of theory: wB97M-V/def2-TZVPD

Structure (XYZ):
```
14
Properties=species:S:1:pos:R:3:forces:R:3:lowdin_charge:R:1
C -1.418004 0.215760 -1.138485 -0.6 -1.7 1.5 -0.280
C -0.617610 0.251087 0.051652 2.6 -0.8 -0.4 -0.684
C 0.918060 -1.840992 -0.066063 -2.4 1.5 2.7 0.101
C 0.172895 1.401137 0.632253 1.3 -1.4 2.0 -0.252
O 1.597525 1.395027 0.321694 -1.4 1.2 -0.7 -0.082
S -2.190151 -0.135832 0.580128 -0.5 -0.2 -0.5 0.847
H -1.771390 1.107259 -1.463701 -0.9 2.8 -1.2 0.030
H -1.565898 -0.571647 -1.847577 0.5 -0.7 0.0 0.068
H 1.813278 -1.765662 -0.525798 2.7 0.7 -1.7 -0.045
H 0.234702 -2.488272 -0.526138 -1.1 -0.7 -0.3 -0.013
H 0.985584 -1.826819 1.023961 -0.3 -0.3 -0.3 0.012
H 0.108137 1.249527 1.731327 -0.1 0.0 -0.4 0.111
H -0.294164 2.390589 0.548952 0.4 -0.1 -1.0 0.126
H 2.027033 0.618832 0.677796 -0.4 -0.4 0.2 0.060
```
Positions in Å, forces in eV/Å.

Kohn-Sham gap (alpha / beta)	0.297 / 0.310	Ha
electronic energy	-630.45089	Eh
ΔE to the lowest compared entry with this formula, charge and spin	483.16	kJ/mol
LUMO energy (alpha / beta)	0.214 / -0.046	eV
net charge	0
HOMO energy (alpha / beta)	-0.28959 / -0.31177	Eh



Question: Which of these has the lowest electronic energy?
Answer: C12H14BF5FeN6